Entry 1:
DFT (ωB97M-V/def2-TZVPD) results for 8 unconnected molecules or ions with the total composition C24H64O8 in a non-equilibrium geometry.

Structure (XYZ):
```
96
Properties=species:S:1:pos:R:3
C -4.59 -13.34 -30.32
H -12.98 -15.40 -26.60
C -5.03 -13.63 -34.54
H -8.31 -20.49 -35.58
H -4.93 -14.37 -30.35
C -8.17 -16.60 -31.08
H -7.29 -14.91 -34.57
C -11.36 -14.14 -28.14
H -9.14 -17.31 -29.29
C -10.86 -12.20 -31.69
H -13.15 -19.05 -26.42
C -12.09 -17.81 -24.97
H -10.73 -14.72 -27.47
H -1.92 -14.02 -31.97
O -11.42 -10.87 -31.65
H -11.26 -13.05 -28.05
H -11.85 -19.82 -25.44
C -3.12 -13.14 -30.73
H -5.24 -12.73 -30.95
H -10.99 -13.87 -33.08
C -7.08 -17.65 -31.28
H -9.06 -16.93 -31.64
C -10.14 -19.85 -34.63
H -5.41 -19.55 -33.44
C -12.86 -14.41 -28.28
H -11.78 -17.84 -23.92
O -7.67 -15.33 -31.53
H -9.92 -17.90 -25.46
C -6.52 -15.60 -34.90
H -12.55 -13.31 -32.56
H -3.16 -22.71 -33.19
H -10.73 -21.69 -34.94
H -14.11 -15.88 -29.23
C -12.70 -19.12 -25.43
H -5.87 -13.08 -34.11
C -13.03 -15.73 -29.10
C -10.84 -17.37 -25.72
H -2.50 -13.56 -29.94
H -3.30 -11.07 -30.25
C -3.94 -21.39 -35.00
H -4.84 -22.02 -35.01
H -11.75 -19.98 -33.21
H -10.41 -18.87 -32.67
H -6.93 -17.90 -32.33
H -8.62 -21.28 -34.07
O -2.91 -21.84 -32.87
H -6.72 -16.60 -34.52
H -6.47 -15.62 -35.99
H -11.00 -17.61 -26.78
H -11.53 -12.34 -33.71
H -10.19 -20.55 -32.57
H -13.40 -19.55 -24.72
O -5.27 -15.40 -32.92
O -13.06 -16.74 -25.15
H -11.02 -12.64 -30.71
C -4.75 -20.20 -32.87
H -3.18 -11.34 -31.98
H -8.07 -19.64 -33.94
H -9.08 -15.58 -29.41
H -7.62 -16.56 -29.00
C -9.37 -12.05 -31.95
H -7.08 -18.52 -30.63
O -13.48 -14.68 -27.02
H -4.66 -14.82 -32.43
H -13.35 -13.59 -28.79
H -8.73 -11.80 -31.10
H -10.14 -18.84 -35.04
C -8.52 -16.48 -29.63
H -6.92 -15.52 -32.14
C -5.17 -15.11 -34.35
H -10.64 -16.30 -25.71
H -13.85 -17.10 -24.73
H -2.85 -20.05 -33.77
O -2.88 -13.96 -31.92
H -8.99 -13.05 -32.19
H -5.37 -20.95 -32.36
H -4.65 -12.99 -29.28
H -6.08 -17.25 -31.05
C -10.68 -19.79 -33.19
H -4.29 -15.65 -34.71
H -11.56 -10.58 -32.56
H -4.41 -19.58 -32.04
H -9.10 -11.34 -32.73
H -4.27 -20.54 -35.60
H -4.98 -13.40 -35.61
H -4.13 -13.20 -34.11
C -3.59 -20.83 -33.61
C -2.82 -11.69 -31.01
H -12.70 -15.57 -30.13
H -10.89 -14.38 -29.10
H -12.61 -16.60 -28.60
O -10.87 -20.83 -35.35
H -3.07 -21.85 -35.45
H -1.75 -11.49 -31.10
C -8.67 -20.30 -34.57
C -11.55 -12.96 -32.81
```

Properties
Frontier orbital gap (hartree): 0.360
Electronic energy (hartree): -1554.652400
SMILES: CC(C)O.CC(C)O.CC(C)O.CC(C)O.CC(C)O.CC(C)O.CC(C)O.CC(C)O
HOMO (eV): -9.34
Total charge: 0
LUMO level (eV): 0.46


Entry 2:
DFT (ωB97M-V/def2-TZVPD) results for 11 unconnected molecules or ions with the total composition C24H65N21O16 in a non-equilibrium geometry.

Structure (XYZ):
```
126
Properties=species:S:1:pos:R:3
H -6.24 3.45 -1.46
H -9.18 -8.76 7.01
N -0.36 7.08 -3.07
H 3.35 -5.82 -2.15
H 1.33 -2.57 3.28
H 1.86 -1.54 -0.21
N 4.16 -0.64 -1.79
H 6.62 -1.07 -1.86
H -0.36 -1.84 4.46
H 0.05 -3.70 0.58
C -1.74 0.15 6.05
H -0.36 1.70 3.24
H 1.48 2.40 3.12
H 0.75 6.02 -5.04
H -4.43 -7.35 6.23
H -6.45 -6.73 6.17
C -1.08 -2.78 4.39
O -0.12 1.91 -2.39
N -0.71 1.29 0.93
C -0.41 -1.22 0.10
N -3.92 -6.57 5.85
O -3.23 0.96 -0.43
O 9.15 4.55 -10.79
C -2.61 -2.14 4.22
C 1.07 -1.59 0.69
H -2.50 -1.16 3.55
H -0.73 -1.86 -0.84
N -4.66 5.54 4.20
H 0.09 1.48 -5.67
N 0.79 7.02 -5.02
C -4.56 4.64 -1.22
C -3.94 -5.33 6.37
H 2.07 4.25 -4.84
O -4.06 5.75 -1.37
H -1.09 3.93 3.37
O -3.31 -4.40 5.89
N 1.47 3.45 -5.00
C -0.65 0.36 -0.26
N 7.74 3.75 -9.22
N 4.38 0.25 -7.21
O 5.86 0.07 -8.91
H -4.77 -4.28 7.88
O -2.36 -0.14 -2.37
H -1.20 0.43 5.03
H 9.11 2.23 -11.65
H 6.21 -4.64 -0.50
N 8.54 2.38 -10.83
H 7.14 -6.07 -0.85
C -0.73 -3.74 3.07
N -4.72 -5.19 7.46
H -5.38 6.15 4.55
H 3.16 -0.55 -1.68
H -5.25 -5.95 7.87
N 6.27 -5.56 -0.92
H -1.63 1.01 6.86
H -0.77 7.61 -2.32
H 7.21 3.00 -8.81
N 6.10 -1.66 -1.23
C 0.25 7.78 -4.05
H 7.69 4.67 -8.80
H -1.22 2.19 0.68
O 4.17 -2.33 -0.29
O 1.74 0.82 -1.34
H -8.07 -7.19 5.74
H 3.60 0.71 -6.78
C -3.29 -1.69 5.64
C 0.86 -3.47 2.70
O 0.53 1.73 1.30
H -8.38 -9.46 8.39
O 2.06 3.46 -7.18
H 4.03 -4.50 -1.25
C 1.43 2.97 -6.26
C 4.77 -1.59 -1.06
H 0.96 3.06 -4.23
C 8.51 3.62 -10.31
H -3.35 -6.71 5.03
C -2.14 0.43 -1.01
H 8.02 1.60 -10.45
H -1.02 -3.44 5.38
C -7.24 -8.11 7.41
H -0.60 4.24 1.57
N -8.37 -8.83 7.60
H 6.60 -2.37 -0.70
H -1.46 -3.57 2.17
H -1.19 -1.49 0.97
N -7.28 -7.29 6.35
H 4.81 -0.54 -6.75
H 0.62 4.71 2.92
C 0.40 2.36 2.63
H 4.64 -0.03 -2.42
H -3.81 7.16 5.90
O 0.31 9.00 -4.05
H -2.93 3.79 -0.37
C -3.38 5.60 4.60
N 4.29 1.69 -8.96
H -4.44 -2.00 5.66
N 4.13 -5.42 -1.66
O 5.36 -7.25 -2.09
O -6.27 -8.21 8.14
H -2.80 -2.18 6.59
H -6.36 5.10 -2.01
H 1.26 7.51 -5.78
C 4.90 0.64 -8.39
O -3.17 -0.20 5.80
H -2.17 6.61 5.85
N -5.82 4.35 -1.58
C 5.26 -6.15 -1.59
H 1.45 -0.91 1.56
H 0.56 1.51 -7.34
N 0.62 1.90 -6.41
H -3.27 -2.88 3.58
N -3.88 3.62 -0.66
O -2.52 4.85 4.15
H -0.83 -4.88 3.39
H 1.47 -4.44 3.05
H 4.65 2.01 -9.85
C 1.01 -3.21 1.09
H -4.90 4.85 3.50
H -1.12 -0.77 6.47
C -0.16 3.90 2.62
C 0.42 0.99 -1.33
N -3.12 6.54 5.53
H -0.42 6.08 -3.05
H 3.50 2.17 -8.55
H -4.28 2.70 -0.52
H 1.94 -3.79 0.60
```

Properties
Frontier orbital gap (hartree): 0.151
Electronic energy (hartree): -3307.291638
HOMO (eV): -1.79
Total charge: -2
LUMO level (eV): 2.32